1.
{
  "formula": "C4H22BO8",
  "method": "ωB97M-V/def2-TZVPD",
  "elements": ["B", "C", "C", "O", "C", "C", "O", "H", "H", "H", "H", "H", "H", "H", "H", "H", "H", "O", "H", "H", "O", "H", "H", "O", "H", "H", "O", "H", "H", "O", "H", "H", "O", "H", "H"],
  "positions_angstrom": [[-0.3732, -0.0535, 2.5851], [0.4848, -1.0368, 1.5493], [0.0465, -0.9612, 0.0903], [1.1570, -0.5905, -0.8232], [1.0639, 0.6562, -1.2908], [1.5097, 1.7515, -0.3522], [0.7104, 0.8895, -2.4328], [-1.1415, 0.7017, 1.9692], [0.3920, 0.6612, 3.2481], [-1.0332, -0.7115, 3.3761], [1.5584, -0.8245, 1.6087], [0.3629, -2.0787, 1.8738], [-0.3267, -1.9137, -0.2964], [-0.7487, -0.2179, -0.0379], [1.4788, 1.4097, 0.6837], [2.5364, 2.0032, -0.6446], [0.8856, 2.6352, -0.4874], [-2.6932, -1.3960, 5.1689], [-3.3110, -0.6804, 5.3453], [-3.2065, -2.2019, 5.2848], [-1.1472, 0.4269, -4.7471], [-0.5790, 0.1858, -4.0005], [-1.5671, 1.2421, -4.4583], [0.8586, -2.1247, -4.0564], [1.1246, -1.2434, -3.7672], [0.2408, -1.9842, -4.7816], [0.1503, 4.3350, 1.4542], [1.0714, 4.3887, 1.7261], [0.0631, 4.9745, 0.7410], [0.3273, -0.2091, -7.1378], [1.1764, 0.2337, -7.0586], [-0.2068, 0.1607, -6.4173], [0.0941, -2.7753, 5.2668], [-0.5483, -2.0689, 5.4276], [-0.4104, -3.5834, 5.3911]],
  "forces_ev_per_angstrom": [[0.0961, 0.1863, 0.1937], [-0.3349, -0.0863, 0.0786], [0.0178, -0.0322, 0.4661], [-0.1698, -0.0041, -0.5082], [-0.0265, 0.0745, -0.0025], [-0.1345, -0.1251, -0.0949], [0.1152, -0.1360, -0.0414], [0.0576, -0.0563, -0.1201], [0.0319, 0.0192, -0.0488], [0.0063, 0.0305, -0.1114], [-0.0618, -0.0403, -0.1399], [0.1802, 0.0822, -0.0162], [0.1544, 0.1185, -0.0896], [0.1240, -0.0088, -0.0378], [-0.0196, 0.1064, -0.0756], [-0.0804, -0.0369, 0.1408], [0.0656, -0.1056, 0.0571], [-0.1441, -0.2752, 0.3610], [0.0950, 0.1046, -0.1084], [-0.0491, 0.0282, -0.0438], [-0.0184, -0.0568, -0.0673], [0.0721, 0.1421, 0.1930], [0.0271, 0.0115, -0.0013], [-0.0022, -0.0244, -0.0655], [-0.0508, -0.0432, 0.1682], [0.0887, 0.0827, -0.0640], [-0.0511, 0.1875, -0.0441], [-0.0029, -0.1076, 0.0365], [0.0246, 0.0044, 0.0048], [0.0147, 0.0510, -0.0890], [0.0167, -0.0431, 0.0206], [-0.0782, -0.0387, 0.1386], [-0.0224, -0.1126, 0.3762], [0.0576, 0.1094, -0.4159], [0.0012, -0.0057, -0.0494]],
  "lowdin_charge": [-0.469, -0.262, -0.186, -0.040, -0.537, 0.028, 0.063, -0.012, -0.022, -0.033, 0.072, 0.065, 0.113, 0.098, 0.082, 0.092, 0.072, -0.059, 0.041, 0.034, -0.057, 0.010, 0.053, -0.058, 0.009, 0.019, -0.055, 0.034, 0.027, -0.078, 0.027, -0.015, -0.072, 0.002, 0.015],
  "charge": -1,
  "homo_lumo_gap_ev": 7.398,
  "homo_energy_ev": -4.644,
  "e_tot_ha": -792.369911
}



2.
{
  "formula": "C42H36Br2CdIN5O3P",
  "method": "ωB97M-V/def2-TZVPD",
  "elements": ["Cd", "O", "C", "N", "C", "C", "C", "C", "C", "C", "N", "C", "C", "C", "C", "C", "N", "H", "H", "H", "H", "H", "H", "H", "H", "H", "H", "Br", "C", "Br", "H", "H", "I", "C", "C", "C", "C", "C", "C", "C", "C", "C", "P", "C", "C", "C", "C", "C", "C", "C", "C", "C", "C", "C", "C", "C", "H", "H", "H", "H", "H", "H", "H", "H", "H", "H", "H", "H", "H", "H", "H", "H", "O", "C", "N", "C", "O", "C", "C", "C", "C", "N", "C", "H", "H", "H", "H", "H", "H", "H", "H"],
  "positions_angstrom": [[0.9899, 0.2796, 1.0499], [4.7543, -0.9015, 2.5951], [3.8098, -0.4571, 1.9510], [2.5211, -0.8072, 2.0506], [2.1705, -1.5944, 3.2052], [1.0913, -0.9170, 4.0244], [0.8859, -1.3138, 5.3439], [-0.0918, -0.7012, 6.0974], [-0.8443, 0.3111, 5.5173], [-0.5841, 0.6445, 4.2084], [0.3546, 0.0457, 3.4633], [4.1078, 0.6325, 0.9338], [5.4054, 0.7417, 0.4622], [5.7219, 1.7793, -0.3957], [4.7354, 2.6971, -0.7203], [3.4662, 2.5189, -0.2025], [3.1379, 1.4958, 0.5927], [3.0485, -1.7493, 3.8352], [1.8133, -2.5912, 2.9196], [1.5081, -2.0950, 5.7615], [-0.2682, -1.0014, 7.1216], [-1.6306, 0.8133, 6.0620], [-1.1651, 1.4128, 3.7152], [6.1346, 0.0204, 0.8011], [6.7238, 1.8811, -0.7919], [4.9362, 3.5446, -1.3610], [2.6809, 3.2309, -0.4202], [0.7475, 3.3360, 2.2922], [-1.0950, 3.8912, 2.2253], [-2.2350, 2.6290, 1.3170], [-1.1416, 4.8263, 1.6835], [-1.4461, 3.9958, 3.2435], [2.6586, -1.9643, -1.0242], [1.8412, -2.5232, -2.8576], [2.2527, -3.7596, -3.2716], [1.8941, -4.2627, -4.5353], [1.1663, -3.4751, -5.3662], [0.7295, -2.1880, -4.9632], [0.0149, -1.4186, -5.9082], [-0.4313, -0.1748, -5.5956], [-0.2273, 0.3065, -4.2955], [0.4432, -0.3946, -3.3191], [0.2411, 0.5017, -1.6812], [0.8789, 2.1604, -2.1158], [0.4180, 3.2742, -1.4152], [0.9329, 4.5358, -1.6699], [1.9388, 4.6971, -2.6146], [2.4218, 3.5906, -3.2982], [1.8927, 2.3300, -3.0551], [-1.5882, 0.6389, -1.7210], [-2.3207, 1.7715, -2.0585], [-3.7073, 1.7122, -2.1353], [-4.3715, 0.5201, -1.8931], [-3.6449, -0.6208, -1.5785], [-2.2650, -0.5598, -1.4893], [1.0097, -1.6764, -3.6534], [2.8853, -4.3532, -2.6265], [2.2266, -5.2457, -4.8394], [0.9066, -3.8109, -6.3622], [-0.1607, -1.8432, -6.8889], [-0.9667, 0.4293, -6.3153], [-0.6555, 1.2714, -4.0552], [-0.3536, 3.1529, -0.6660], [0.5562, 5.3946, -1.1286], [2.3424, 5.6806, -2.8162], [3.2113, 3.7071, -4.0293], [2.2775, 1.4770, -3.5992], [-1.8227, 2.7075, -2.2770], [-4.2654, 2.6024, -2.3951], [-5.4507, 0.4759, -1.9524], [-4.1568, -1.5591, -1.4052], [-1.7034, -1.4566, -1.2570], [-4.8917, 0.1146, 1.6473], [-5.1660, -1.2274, 1.9987], [-4.8398, -1.5424, 3.3611], [-3.6399, -1.9774, 3.8367], [-3.4327, -2.1245, 5.0226], [-2.5508, -2.2853, 2.8431], [-1.9980, -3.5596, 2.8203], [-0.9170, -3.8020, 1.9946], [-0.3981, -2.7495, 1.2558], [-0.9109, -1.5176, 1.2804], [-1.9869, -1.3045, 2.0448], [-5.4660, 0.6983, 2.1566], [-4.5531, -1.8346, 1.3371], [-6.2155, -1.4727, 1.8304], [-5.5183, -1.3439, 4.0829], [-2.4032, -4.3390, 3.4538], [-0.4626, -4.7814, 1.9360], [0.4682, -2.8948, 0.6215], [-2.4092, -0.3064, 2.0236]],
  "forces_ev_per_angstrom": [[-0.3359, 0.0255, -0.2392], [0.0237, -0.0453, 0.0406], [-0.0782, 0.0213, -0.0583], [0.3537, -0.1509, 0.1342], [-0.0516, 0.0882, -0.0718], [-0.0455, 0.0015, 0.0119], [0.0001, -0.0237, -0.0018], [0.0051, -0.0381, 0.0391], [-0.0795, -0.0312, -0.0020], [-0.0139, -0.0508, -0.0960], [0.1443, 0.0541, 0.0406], [-0.0615, 0.0638, 0.0573], [0.0415, 0.0410, 0.0238], [-0.0070, 0.0052, -0.0166], [0.0457, 0.0080, 0.0264], [-0.0971, 0.0243, 0.0753], [0.0711, -0.2271, -0.0506], [0.0090, -0.0014, 0.0102], [-0.0307, -0.0185, 0.0020], [-0.0085, 0.0030, -0.0012], [0.0020, -0.0003, -0.0051], [0.0115, 0.0211, 0.0119], [-0.0127, 0.0345, -0.0374], [-0.0020, -0.0040, -0.0092], [-0.0001, 0.0042, 0.0115], [0.0016, -0.0113, 0.0074], [0.0510, -0.0595, 0.0180], [0.0550, -0.0480, -0.1369], [-0.0282, 0.0466, 0.0379], [0.0207, -0.0736, 0.0515], [-0.0137, 0.0225, 0.0259], [-0.0157, 0.0233, -0.0015], [0.0653, 0.1481, 0.0905], [-0.0084, 0.0818, 0.0868], [-0.0597, -0.0594, -0.1451], [0.0466, -0.0200, 0.0762], [-0.0288, 0.0505, -0.0213], [-0.0099, 0.0054, -0.0019], [0.0032, -0.0218, -0.0033], [-0.0051, 0.0412, 0.0060], [-0.0450, 0.0476, -0.0476], [0.0781, -0.1304, 0.1459], [-0.0485, 0.1975, 0.0628], [-0.0629, -0.0384, -0.0333], [-0.0413, 0.0102, 0.0063], [-0.0029, 0.0174, -0.0350], [-0.0185, -0.0173, -0.0145], [-0.0315, 0.0095, 0.0051], [0.0328, -0.0184, 0.0027], [0.0127, -0.0681, -0.0911], [-0.0230, 0.0215, 0.0015], [0.0166, -0.0164, 0.0111], [0.0195, 0.0046, 0.0222], [-0.0130, 0.0243, 0.0299], [-0.0124, 0.0147, 0.0509], [-0.0158, -0.0552, -0.0644], [0.0053, -0.0026, -0.0035], [-0.0023, 0.0048, 0.0047], [-0.0012, 0.0094, 0.0040], [0.0030, -0.0042, 0.0077], [0.0065, 0.0033, 0.0054], [0.0230, -0.0204, -0.0181], [0.0029, 0.0222, 0.0271], [-0.0072, -0.0113, 0.0012], [0.0026, -0.0039, 0.0054], [-0.0039, -0.0076, -0.0031], [-0.0067, 0.0041, -0.0058], [-0.0246, -0.0341, -0.0083], [0.0008, -0.0019, -0.0005], [-0.0057, 0.0084, -0.0105], [0.0147, -0.0072, -0.0136], [0.0046, -0.0223, 0.0174], [0.0278, 0.0608, 0.0057], [0.0311, -0.0145, 0.0121], [-0.0990, 0.0083, -0.0489], [0.1707, 0.1357, 0.0006], [-0.0257, -0.1283, 0.0249], [-0.0689, 0.0243, 0.0043], [0.0795, -0.0570, 0.0956], [-0.0250, 0.0012, -0.0236], [-0.0703, -0.0006, -0.0391], [0.1722, 0.0001, 0.0477], [-0.0170, 0.0494, -0.1058], [0.0059, -0.0191, -0.0522], [-0.0402, -0.0147, -0.0272], [-0.0258, 0.0409, 0.0093], [0.0216, -0.0233, 0.0039], [-0.0081, 0.0253, 0.0020], [0.0030, 0.0111, -0.0035], [0.0121, -0.0016, 0.0226], [0.0419, 0.0314, 0.0237]],
  "lowdin_charge": [1.280, 0.033, -0.578, -0.160, -0.190, -0.253, -0.004, -0.036, -0.048, -0.181, 0.019, -0.263, -0.001, -0.030, -0.041, -0.154, 0.025, 0.121, 0.113, 0.124, 0.119, 0.113, 0.048, 0.124, 0.116, 0.109, 0.070, 0.638, -1.010, 0.691, 0.003, 0.004, 1.081, -0.625, -0.172, -0.063, -0.028, -0.153, -0.016, -0.042, -0.102, -0.284, 0.991, -0.404, -0.166, -0.079, -0.071, -0.071, -0.086, -0.409, -0.139, -0.074, -0.072, -0.074, -0.116, -0.186, 0.082, 0.114, 0.119, 0.121, 0.115, 0.103, 0.031, 0.112, 0.112, 0.114, 0.113, 0.096, 0.111, 0.110, 0.109, 0.093, -0.064, -0.247, 0.107, -0.445, 0.090, -0.116, 0.022, -0.027, -0.171, 0.009, -0.113, 0.095, 0.119, 0.134, 0.154, 0.134, 0.117, 0.027, 0.077],
  "charge": 1,
  "homo_lumo_gap_ev": 8.034,
  "homo_energy_ev": -10.454,
  "e_tot_ha": -8076.287216,
  "de_lowest_kcal_mol": 22.21
}



3.
{
  "formula": "C2H3FeO3",
  "method": "ωB97M-V/def2-TZVPD",
  "elements": ["O", "C", "O", "C", "O", "Fe", "H", "H", "H"],
  "positions_angstrom": [[4.7140, -0.1674, -0.2523], [3.5914, 0.0339, -0.1636], [2.4571, 0.3139, -0.1209], [-2.2854, -0.1858, 0.0923], [-1.1678, 0.6314, 0.1211], [0.5581, 0.6520, 0.0763], [-2.9637, 0.0223, 0.9417], [-2.8742, -0.0351, -0.8324], [-2.0295, -1.2652, 0.1379]],
  "forces_ev_per_angstrom": [[-1.0302, -0.0748, 0.2278], [2.1800, 0.0506, -0.4236], [-0.3447, -0.0497, 0.1433], [-1.6041, -1.1169, -0.0601], [1.0932, 0.3703, 0.0294], [-1.1852, 0.1095, 0.0430], [0.4586, 0.0668, -0.3073], [0.3959, 0.0928, 0.3451], [0.0365, 0.5514, 0.0023]],
  "lowdin_charge": [0.352, -0.278, 0.107, -0.186, -0.376, 1.098, 0.097, 0.096, 0.090],
  "spin_multiplicity": 5,
  "charge": 1,
  "homo_lumo_gap_ev": [9.904, 8.461],
  "homo_energy_ev": [-14.544, -14.739],
  "e_tot_ha": -1567.146059,
  "s2": 6.0106,
  "de_lowest_kcal_mol": 0.00
}